Record 1
Density functional theory data (ωB97M-V with the def2-TZVPD basis set) for one molecule with the formula C7H8S at a distorted geometry.

Computed properties:
* HOMO level: -8.18 eV
* M: 124.2 g/mol
* maximum force: 0.0915 Eh/bohr
* E: -669.5375 Eh

Last column: natural (NBO) charge in e.
CARTESIAN COORDINATES (ANGSTROEM)
C 0.679 0.897 1.433  -0.40
C -0.671 1.256 1.789  0.06
C -1.512 0.358 0.943  -0.56
C -0.752 -0.347 -1.488  -0.49
C 1.884 -0.215 -0.711  -0.56
C -0.523 -0.528 0.031  -0.32
C 0.787 0.030 0.368  0.20
S 0.925 -0.516 -2.267  0.17
H 1.570 1.246 2.130  0.22
H -1.828 -0.284 1.733  0.26
H -2.449 0.753 0.449  0.25
H -1.404 -1.184 -1.921  0.24
H -1.079 0.648 -1.524  0.21
H 2.381 0.642 -0.915  0.23
H 2.573 -1.048 -0.260  0.25
H -0.579 -1.711 0.211  0.24

Record 2
Density functional theory data (ωB97M-V with the def2-TZVPD basis set) for one molecule with the formula C17H20N4O3S at a distorted geometry.

Computed properties:
* HOMO level: -9.60 eV
* M: 360.4 g/mol
* maximum force: 0.0213 Eh/bohr
* E: -1502.7547 Eh

Last column: natural (NBO) charge in e.
CARTESIAN COORDINATES (ANGSTROEM)
O -1.090 -3.425 -0.143  -0.63
C -0.488 -2.445 0.242  0.70
N -1.083 -1.444 0.928  -0.62
C -2.517 -1.373 1.118  -0.25
C -3.082 -0.237 0.310  -0.07
C -2.906 -0.200 -1.070  -0.17
C -3.387 0.884 -1.783  -0.25
C -4.025 1.899 -1.084  0.03
N -4.199 1.874 0.225  -0.42
C -3.742 0.835 0.900  0.03
C 0.992 -2.225 -0.073  -0.32
C 1.072 -1.229 -1.241  -0.41
C 2.531 -0.930 -1.591  -0.23
N 3.286 -0.505 -0.439  -0.68
S 3.405 1.122 -0.152  2.34
O 3.745 1.743 -1.395  -0.94
O 4.252 1.289 0.988  -0.93
C 1.759 1.708 0.292  -0.39
C 0.917 2.215 -0.683  -0.15
C -0.361 2.605 -0.312  -0.25
C -0.733 2.449 1.017  0.05
N 0.080 1.978 1.950  -0.43
C 1.309 1.636 1.600  0.05
C 3.253 -1.419 0.675  -0.23
C 1.823 -1.742 1.119  -0.41
H -0.562 -0.625 1.195  0.40
H -2.745 -1.240 2.179  0.21
H -2.921 -2.331 0.777  0.25
H -2.402 -1.016 -1.568  0.23
H -3.272 0.939 -2.855  0.22
H -4.415 2.771 -1.591  0.20
H -3.913 0.860 1.969  0.19
H 1.386 -3.188 -0.413  0.23
H 0.558 -0.303 -0.971  0.21
H 0.570 -1.650 -2.113  0.23
H 3.006 -1.831 -1.994  0.20
H 2.609 -0.133 -2.331  0.24
H 1.279 2.304 -1.696  0.25
H -1.054 3.013 -1.030  0.23
H -1.725 2.717 1.355  0.21
H 1.968 1.299 2.388  0.22
H 3.767 -2.337 0.371  0.20
H 3.819 -0.950 1.481  0.24
H 1.850 -2.517 1.887  0.23
H 1.386 -0.847 1.560  0.20

Record 3
Density functional theory data (ωB97M-V with the def2-TZVPD basis set) for C32H32IN9O3PbS as an isolated structure at a distorted geometry.

Computed properties:
* HOMO level: -13.28 eV
* M: 956.8 g/mol
* maximum force: 0.0881 Eh/bohr
* E: -2845.2850 Eh
* total charge: +2

Last column: Löwdin charge in e.
CARTESIAN COORDINATES (ANGSTROEM)
Pb -0.007 -1.005 -0.777  1.48
C 3.658 0.859 -2.989  -0.02
C 3.487 1.062 -1.545  -0.26
N 4.243 2.033 -1.029  0.15
C 4.118 2.410 0.218  -0.07
C 3.312 1.744 1.116  -0.16
C 3.226 2.189 2.527  -0.23
O 3.811 1.239 3.409  -0.04
C 2.594 0.645 0.615  -0.09
C 1.743 0.041 1.642  -0.04
N 0.700 -0.675 1.360  -0.07
C -0.163 -1.218 2.335  -0.39
C -1.214 -0.454 2.816  -0.02
C -1.999 -1.138 3.752  -0.06
C -1.759 -2.400 4.263  -0.09
C -0.699 -3.134 3.826  -0.11
C 0.089 -2.537 2.772  -0.65
I 1.960 -3.271 2.404  1.08
C 2.617 0.362 -0.740  -0.28
O 1.967 -0.705 -1.273  -0.21
H 3.474 -0.194 -3.316  0.08
H 4.692 1.123 -3.236  0.10
H 3.071 1.599 -3.597  0.11
H 4.765 3.263 0.580  0.15
H 2.106 2.454 2.800  0.16
H 3.687 3.153 2.703  0.12
H 4.255 1.781 4.092  0.12
H 1.943 0.254 2.698  0.15
H -1.338 0.614 2.668  0.09
H -2.816 -0.567 4.258  0.13
H -2.354 -2.734 5.113  0.12
H -0.440 -4.111 4.271  0.12
S -3.628 -3.669 -0.320  1.13
C -4.135 -2.077 0.105  -0.36
C -3.147 -1.130 0.055  -0.18
C -1.920 -1.733 -0.271  -0.35
C -2.019 -3.076 -0.493  -0.51
C -0.860 -3.972 -0.683  -0.31
C -0.987 -5.341 -0.512  -0.01
C 0.079 -6.115 -0.864  -0.01
C 1.272 -5.477 -1.213  -0.02
C 1.348 -4.094 -1.283  -0.10
N 0.235 -3.364 -1.082  0.02
H -5.197 -1.946 0.211  0.08
H -3.254 -0.013 0.222  0.12
H -1.995 -5.796 -0.230  0.14
H -0.027 -7.175 -0.959  0.13
H 2.110 -6.105 -1.410  0.11
H 2.242 -3.586 -1.626  0.13
N -0.076 -1.449 -5.125  0.11
C -1.444 -1.639 -4.813  -0.04
C -1.587 -1.227 -3.586  -0.16
N -0.378 -0.782 -3.078  -0.05
C 0.543 -0.975 -4.032  -0.12
H 0.510 -1.578 -5.924  0.16
H -2.207 -1.987 -5.555  0.16
H -2.537 -1.125 -3.109  0.12
H 1.638 -0.685 -4.010  0.14
N -2.087 2.848 2.831  -0.05
N -3.164 2.546 1.980  -0.08
H -1.399 3.343 2.347  0.00
H -2.450 3.226 3.676  0.08
H -4.065 2.940 2.254  0.08
H -3.370 1.528 2.118  0.05
N 0.402 6.092 -0.192  0.20
C 0.078 4.984 0.560  -0.46
O 0.107 4.957 1.784  0.07
C -0.527 3.819 -0.183  -0.14
C -1.603 4.043 -1.010  0.02
C -2.140 2.978 -1.735  -0.01
C -1.577 1.734 -1.599  -0.14
N -0.487 1.466 -0.850  0.03
C -0.043 2.531 -0.129  -0.03
H 0.860 6.890 0.201  0.12
H 0.353 5.993 -1.181  0.10
H -1.990 5.100 -1.044  0.16
H -3.066 3.116 -2.306  0.13
H -1.962 0.927 -2.183  0.08
H 0.823 2.372 0.507  0.11

Calculated lowest unoccupied orbital energy, -0.6; 0.1; -5.7 eV (same order as the records).